{
  "formula": "C2H3N3O",
  "method": "wB97M-V/def2-TZVPD",
  "e_tot_ha": -317.41475,
  "smiles": "[H]/N=c1/nc[nH]o1",
  "e_above_lowest_kcal_mol": 73.78,
  "homo_energy_ev": -9.34,
  "species": ["H", "N", "C", "N", "C", "N", "O", "H", "H"],
  "xyz": [[2.52435, -0.71990, -0.32219], [2.21318, 0.18556, -0.07330], [0.98091, -0.03416, 0.13704], [0.11979, 1.25016, 0.00890], [-1.04396, 0.81450, -0.07406], [-1.14755, -0.62999, -0.16473], [0.12330, -1.12053, 0.04550], [-1.93472, 1.36714, 0.13490], [-1.83530, -1.11276, 0.30794]],
  "forces_ev_per_angstrom": [[1.7, -1.5, -0.1], [-1.7, -1.3, 0.7], [-1.6, 4.9, -2.4], [1.8, -1.9, 1.3], [-0.7, -2.7, 1.0], [0.9, 3.5, -1.9], [1.7, -0.1, 0.6], [-0.6, 0.3, -0.7], [-1.4, -1.3, 1.6]],
  "mulliken_charge": [0.255, -0.541, 0.475, -0.393, -0.053, -0.122, -0.238, 0.362, 0.255]
}